No. 1
Entry from the Open Molecules 2025 dataset: a structure of composition C54H44F7N6OP2RuSe2 in a non-equilibrium geometry (ωB97M-V/def2-TZVPD).

```
! RIJCOSX wB97M-V def2-TZVPD def2/J DEFGRID3
* xyz 0 6
Ru 0.825 1.844 1.618
C 1.070 -1.073 2.954
C 0.618 -0.023 3.934
C 0.448 -0.362 5.309
C -0.035 0.635 6.187
C -0.329 1.916 5.748
C -0.158 2.176 4.398
N 0.430 1.221 3.558
C -0.631 3.298 3.642
C -1.618 4.228 4.060
C -2.006 5.298 3.275
C -1.449 5.407 1.983
C -0.609 4.364 1.505
N -0.319 3.298 2.286
C -0.193 4.273 0.145
C -0.635 5.004 -0.970
C -0.161 4.804 -2.223
C 0.758 3.782 -2.387
C 1.206 3.071 -1.261
C 2.270 2.068 -1.374
N 0.733 3.297 -0.054
H 1.781 -0.708 2.215
H 0.190 -1.402 2.347
H 1.581 -1.906 3.498
H 0.740 -1.330 5.647
H -0.251 0.407 7.228
H -0.621 2.601 6.542
H -2.078 4.034 5.066
H -2.650 6.116 3.663
H -1.511 6.369 1.483
H -1.326 5.827 -0.770
H -0.416 5.386 -3.110
H 1.181 3.626 -3.390
H 2.772 2.015 -2.336
H 1.856 1.073 -1.119
H 3.037 2.273 -0.625
Se -5.181 -2.519 0.123
P -4.063 -0.998 -0.953
C -3.928 -1.605 -2.697
C -3.694 -0.672 -3.708
C -3.641 -1.029 -5.063
C -3.897 -2.384 -5.395
C -4.113 -3.258 -4.332
C -4.164 -2.933 -2.969
C -5.061 0.597 -1.053
C -6.464 0.627 -0.900
C -7.117 1.846 -0.691
C -6.392 3.015 -0.847
C -5.058 3.018 -1.186
C -4.347 1.784 -1.331
C -2.619 -0.472 0.072
C -1.249 -0.267 -0.013
N -0.985 0.875 0.841
N -2.131 1.191 1.469
N -3.107 0.374 1.047
P -0.280 -1.581 -0.843
Se 1.867 -1.667 -0.528
C -1.004 -3.289 -0.574
C -1.401 -4.069 -1.708
C -1.788 -5.382 -1.512
C -1.770 -5.996 -0.254
C -1.324 -5.229 0.818
C -0.940 -3.889 0.687
C -0.229 -1.219 -2.607
C -0.546 0.089 -3.061
C -0.338 0.404 -4.428
C 0.270 -0.463 -5.336
C 0.512 -1.803 -4.899
C 0.313 -2.126 -3.526
H -3.490 0.375 -3.421
H -3.267 -0.326 -5.817
H -3.791 -2.737 -6.381
H -4.286 -4.291 -4.713
H -4.267 -3.691 -2.170
H -6.945 -0.376 -0.865
H -8.140 1.907 -0.310
H -6.857 3.956 -0.691
H -4.450 3.889 -1.210
H -3.250 1.711 -1.468
H -1.494 -3.714 -2.702
H -1.971 -5.991 -2.421
H -2.124 -7.004 -0.019
H -1.214 -5.719 1.777
H -0.672 -3.277 1.628
H -0.825 0.912 -2.420
H -0.560 1.432 -4.764
H 0.551 -0.089 -6.337
H 0.740 -2.599 -5.551
H 0.701 -3.058 -3.224
F 7.551 -6.450 -1.700
C 6.670 -5.592 -1.097
C 5.560 -6.086 -0.396
C 4.675 -5.162 0.052
C 5.025 -3.765 0.109
C 4.356 -2.917 1.007
C 6.081 -3.317 -0.656
C 6.875 -4.224 -1.319
H 5.463 -7.116 -0.066
H 3.715 -5.505 0.495
H 4.498 -1.854 1.112
H 3.705 -3.387 1.691
H 6.398 -2.260 -0.599
H 7.621 -3.847 -2.047
C 3.293 3.325 3.941
C 3.701 2.450 2.773
O 2.703 2.038 1.962
C 4.408 1.176 3.342
F 5.582 1.361 3.987
F 4.608 0.333 2.253
F 3.512 0.556 4.184
C 4.667 3.399 1.772
F 5.575 4.214 2.397
F 3.858 4.235 1.061
F 5.363 2.700 0.829
H 2.529 2.749 4.512
H 2.841 4.280 3.542
H 4.146 3.477 4.625
*
```

E_LUMO (alpha / beta), eV: -0.9 / -1.7
HOMO-LUMO gap (alpha / beta), hartree: 0.176 / 0.210
HOMO energy (alpha / beta), eV: -5.74 / -7.44


No. 2
Entry from the Open Molecules 2025 dataset: the molecule C13H8F3N3S (ωB97M-V/def2-TZVPD).

```
! RIJCOSX wB97M-V def2-TZVPD def2/J DEFGRID3
* xyz 0 1
C 4.688 0.944 -1.524
C 4.287 1.490 -0.536
C 3.747 2.129 0.634
H 3.851 1.504 1.523
H 4.237 3.089 0.805
S 1.963 2.573 0.440
C 1.169 1.032 0.316
N -0.148 1.126 0.215
C -0.860 0.018 0.114
N -0.344 -1.214 0.105
C 0.970 -1.301 0.205
C 1.816 -0.212 0.318
H 2.882 -0.337 0.381
C 1.559 -2.693 0.173
F 2.478 -2.862 1.142
F 0.654 -3.657 0.320
F 2.200 -2.926 -0.988
C -2.319 0.132 0.006
N -2.835 1.357 0.007
C -4.141 1.484 -0.090
C -5.013 0.406 -0.192
C -4.476 -0.872 -0.193
C -3.103 -1.019 -0.092
H -2.629 -1.987 -0.086
H -5.116 -1.740 -0.270
H -6.077 0.564 -0.269
H -4.510 2.502 -0.085
H 5.068 0.471 -2.379
*
```

E_LUMO, eV: -0.1
HOMO-LUMO gap, hartree: 0.332
HOMO energy, eV: -9.19
Structure (SMILES): C#CCSc1cc(C(F)(F)F)nc(-c2ccccn2)n1


No. 3
Entry from the Open Molecules 2025 dataset: a structure of composition C6H9NO in a non-equilibrium geometry (ωB97M-V/def2-TZVPD).

```
! RIJCOSX wB97M-V def2-TZVPD def2/J DEFGRID3
* xyz 0 1
C 1.827 0.471 -0.758
C -1.852 -0.267 -0.574
C -0.472 -0.742 0.853
N -1.449 0.785 -1.138
C 0.152 0.435 1.163
C 0.890 1.197 0.201
C -0.542 -2.025 1.131
O -2.708 -1.097 -0.484
H -1.852 1.042 -2.027
H -0.114 1.382 -0.473
H -0.221 0.969 2.036
H 1.295 2.125 0.599
H -1.313 -2.638 0.685
H 0.172 -2.498 1.795
H 1.330 -0.390 -1.206
H 2.138 1.136 -1.563
H 2.719 0.116 -0.239
*
```

E_LUMO, eV: -0.3
HOMO-LUMO gap, hartree: 0.325
HOMO energy, eV: -9.10


No. 4
Entry from the Open Molecules 2025 dataset: a cluster of 2 separate species, C5H8N2 in total (ωB97M-V/def2-TZVPD).

```
! RIJCOSX wB97M-V def2-TZVPD def2/J DEFGRID3
* xyz 0 1
C 2.309 -1.047 0.774
C 1.085 -0.548 0.598
C -0.041 -0.977 -0.217
C -1.032 -0.073 -0.024
N -2.272 0.022 -0.595
C -0.627 1.008 0.947
N 0.609 0.638 1.243
H 3.029 -0.571 1.433
H 2.623 -1.947 0.255
H -0.813 1.924 -1.976
H -0.030 -1.856 -0.849
H -2.911 0.639 -0.117
H -2.685 -0.803 -1.003
H -0.435 2.438 -2.356
H 1.192 1.153 1.889
*
```

E_LUMO, eV: 0.1
HOMO-LUMO gap, hartree: 0.302
HOMO energy, eV: -8.17


Calculated values (kcal per mole) of relative energy (zero: lowest compared OMol25 entry of this formula, charge and spin) for the records, taken in order: 25.85 22.95 82.04 75.89.